[1]
{"formula": "C8H16CrN2PS", "method": "the ωB97M-V functional and the def2-TZVPD basis", "symbols": ["C", "C", "C", "C", "C", "Cr", "P", "H", "H", "H", "H", "H", "H", "H", "H", "C", "N", "C", "S", "N", "C", "H", "H", "H", "H", "H", "H", "H", "H"], "coordinates": [[2.462, 2.354, -0.102], [3.610, 2.368, -0.992], [3.149, 2.618, -2.337], [1.703, 2.743, -2.297], [1.278, 2.552, -0.917], [0.471, 0.233, 1.758], [-1.122, 1.060, 3.178], [2.522, 2.280, 1.026], [4.630, 2.168, -0.700], [3.755, 2.641, -3.264], [0.229, 2.545, -0.529], [1.032, 2.844, -3.122], [-1.637, 2.380, 2.995], [-0.537, 1.114, 4.485], [-2.288, 0.250, 3.363], [-1.958, -2.611, -1.711], [-0.918, -1.661, -1.260], [-0.160, -1.915, -0.167], [1.381, -1.210, 0.031], [-0.830, -2.558, 0.869], [-2.132, -2.044, 1.299], [-2.045, -3.455, -1.028], [-1.716, -2.940, -2.731], [-2.902, -2.061, -1.755], [-0.402, -1.162, -1.995], [-0.201, -2.755, 1.653], [-2.881, -2.843, 1.188], [-2.101, -1.771, 2.355], [-2.392, -1.166, 0.709]], "multiplicity": 4, "orbital_gap_ev": [4.57, 4.54], "e_homo_ev": [-5.384, -5.381]}

[2]
{"formula": "C8H16CsO4S2", "method": "the ωB97M-V functional and the def2-TZVPD basis", "symbols": ["Cs", "C", "C", "C", "S", "O", "O", "C", "H", "H", "H", "H", "H", "H", "H", "H", "C", "C", "C", "S", "O", "O", "C", "H", "H", "H", "H", "H", "H", "H", "H"], "coordinates": [[-22.135, 1.210, 21.139], [-24.225, 10.529, 22.820], [-22.628, 10.455, 22.885], [-22.196, 8.970, 22.992], [-23.413, 7.924, 21.962], [-23.666, 6.601, 22.545], [-23.215, 8.134, 20.521], [-24.869, 9.078, 22.558], [-24.548, 11.278, 22.096], [-24.551, 10.976, 23.759], [-22.129, 11.078, 23.627], [-22.350, 10.835, 21.902], [-22.287, 8.890, 24.075], [-21.208, 8.789, 22.570], [-25.203, 8.629, 23.493], [-25.663, 9.038, 21.813], [-27.675, -3.345, 24.809], [-27.639, -4.775, 24.551], [-26.487, -5.191, 23.517], [-26.501, -3.705, 22.321], [-27.063, -4.128, 21.038], [-25.149, -3.132, 22.415], [-27.754, -2.789, 23.416], [-26.753, -3.049, 25.310], [-28.630, -3.203, 25.315], [-28.685, -4.980, 24.321], [-27.442, -5.321, 25.474], [-26.654, -6.074, 22.900], [-25.605, -5.275, 24.153], [-28.714, -2.906, 22.913], [-27.496, -1.739, 23.279]], "charge": 1, "orbital_gap_ev": 8.39, "relative_energy_kj_mol": 323.0, "e_homo_ev": -12.065}

[3]
{"formula": "C8H16FN2O3Pt", "method": "the ωB97M-V functional and the def2-TZVPD basis", "symbols": ["Pt", "C", "N", "C", "C", "O", "C", "O", "C", "C", "O", "N", "C", "C", "H", "H", "H", "H", "H", "H", "H", "H", "H", "H", "H", "H", "H", "H", "H", "H", "F"], "coordinates": [[2.026, 1.130, -1.181], [1.106, 3.513, 3.004], [0.530, 2.206, 2.825], [-0.067, 1.542, 3.964], [0.531, 1.596, 1.521], [1.167, 2.152, 0.651], [-0.261, 0.326, 1.309], [-0.467, 0.229, -0.077], [-0.613, -1.057, -0.621], [-0.124, -0.960, -2.048], [0.591, -0.072, -2.460], [-0.535, -1.964, -2.993], [-1.240, -3.154, -2.571], [-0.264, -1.779, -4.396], [1.787, 3.481, 3.862], [0.284, 4.194, 3.288], [1.589, 3.865, 2.101], [0.384, 1.925, 4.877], [0.043, 0.461, 3.896], [-1.140, 1.797, 3.978], [-1.211, 0.374, 1.851], [0.339, -0.504, 1.707], [-1.658, -1.384, -0.599], [0.010, -1.806, -0.111], [-0.959, -3.449, -1.562], [-1.047, -3.955, -3.283], [-2.321, -2.931, -2.598], [0.312, -0.881, -4.578], [-1.238, -1.725, -4.912], [0.232, -2.680, -4.777], [2.213, -0.490, -0.069]], "charge": 3, "multiplicity": 5, "orbital_gap_ev": [9.49, 7.07], "relative_energy_kj_mol": 15.9, "e_homo_ev": [-21.028, -21.455]}

[4]
{"formula": "C8H16IN3", "method": "the ωB97M-V functional and the def2-TZVPD basis", "symbols": ["C", "C", "C", "C", "C", "C", "C", "C", "N", "N", "N", "I", "H", "H", "H", "H", "H", "H", "H", "H", "H", "H", "H", "H", "H", "H", "H", "H"], "coordinates": [[1.302, 1.942, 0.682], [0.993, 3.238, 0.705], [0.508, 0.888, 0.232], [0.867, -0.367, 0.017], [-1.479, 2.691, 0.477], [0.340, -1.652, -2.213], [-0.514, -3.888, -0.065], [0.116, -1.495, -0.723], [-1.953, 2.380, 1.732], [-0.403, 3.689, 0.406], [0.504, -2.735, 0.003], [3.129, -0.894, 0.071], [2.293, 1.519, 0.918], [1.794, 3.844, 0.982], [-2.259, 2.746, -0.232], [1.147, -2.261, -2.323], [-0.505, -2.019, -2.624], [0.593, -0.612, -2.506], [-0.329, -4.342, -0.964], [-0.355, -4.674, 0.678], [-1.459, -3.620, -0.216], [-0.841, -1.276, -0.386], [-1.297, 2.010, 2.382], [-2.915, 2.053, 1.701], [-0.754, 4.433, 0.987], [-0.583, 4.065, -0.471], [0.644, -2.766, 1.007], [1.415, -2.897, -0.256]], "charge": 2, "multiplicity": 3, "orbital_gap_ev": [7.47, 6.76], "relative_energy_kj_mol": 65.7, "e_homo_ev": [-14.548, -15.931]}

[5]
{"formula": "C8H16IP", "method": "the ωB97M-V functional and the def2-TZVPD basis", "symbols": ["C", "C", "C", "C", "C", "C", "C", "C", "P", "I", "H", "H", "H", "H", "H", "H", "H", "H", "H", "H", "H", "H", "H", "H", "H", "H"], "coordinates": [[-2.741, -2.483, -0.369], [-2.244, -1.282, -1.104], [-2.278, -2.245, 0.991], [-2.205, -0.211, -0.007], [-2.177, -0.788, 1.206], [2.886, 3.219, 0.524], [2.063, 1.913, 0.609], [2.148, 1.246, -0.834], [1.181, -0.376, -1.134], [1.996, -1.913, 0.644], [-3.766, -2.563, -0.324], [-2.552, -3.474, -0.800], [-1.167, -1.287, -1.496], [-2.839, -1.001, -1.994], [-2.922, -2.800, 1.756], [-1.276, -2.732, 1.149], [2.145, -0.896, -2.010], [-1.848, 0.776, -0.290], [-2.096, -0.317, 2.272], [2.576, 3.881, 1.386], [3.933, 3.061, 0.710], [2.785, 3.589, -0.490], [2.459, 1.337, 1.344], [1.013, 2.113, 0.962], [1.723, 1.879, -1.657], [3.203, 1.353, -1.043]], "smiles": "C1=CCCC1.CCCPI", "orbital_gap_ev": 8.81, "relative_energy_kj_mol": 0.0, "e_homo_ev": -8.786}

[6]
{"formula": "C8H16IrNO6", "method": "the ωB97M-V functional and the def2-TZVPD basis", "symbols": ["Ir", "C", "C", "O", "C", "C", "O", "C", "C", "O", "C", "C", "O", "H", "H", "H", "H", "H", "H", "H", "H", "H", "H", "H", "H", "H", "H", "H", "H", "O", "N", "O"], "coordinates": [[0.004, -0.490, -0.585], [-1.262, 1.749, -1.692], [-2.360, 1.235, -0.787], [-2.029, -0.148, -0.332], [-2.392, -0.368, 1.099], [-1.283, -1.114, 1.816], [0.001, -0.489, 1.380], [1.272, -1.133, 1.824], [2.401, -0.411, 1.110], [2.036, -0.153, -0.314], [2.359, 1.246, -0.728], [1.286, 1.758, -1.660], [0.004, 1.457, -0.971], [-1.234, 1.258, -2.669], [-1.339, 2.829, -1.820], [-2.444, 1.871, 0.092], [-3.314, 1.183, -1.310], [-2.550, 0.608, 1.553], [-3.317, -0.942, 1.124], [-1.355, -0.981, 2.897], [-1.239, -2.171, 1.569], [1.340, -0.999, 2.905], [1.211, -2.191, 1.580], [2.598, 0.550, 1.578], [3.306, -1.016, 1.118], [2.396, 1.863, 0.167], [3.333, 1.221, -1.214], [1.361, 2.839, -1.783], [1.286, 1.269, -2.638], [-0.044, -4.440, -1.515], [-0.041, -3.302, -1.415], [0.009, -2.586, -0.377]], "charge": 3, "multiplicity": 2, "orbital_gap_ev": [8.14, 7.73], "e_homo_ev": [-21.772, -21.766]}

[7]
{"formula": "C8H16N2", "method": "the ωB97M-V functional and the def2-TZVPD basis", "symbols": ["C", "C", "C", "C", "N", "N", "H", "H", "H", "H", "H", "H", "C", "C", "C", "C", "H", "H", "H", "H", "H", "H", "H", "H", "H", "H"], "coordinates": [[-0.989, -3.220, -1.065], [-1.298, -2.258, 2.379], [-1.485, -2.729, 0.264], [-2.749, -2.421, 0.683], [-0.629, -2.636, 1.325], [-2.609, -1.979, 1.998], [-0.906, -2.196, 3.356], [-3.321, -2.149, 2.694], [-3.683, -2.422, 0.162], [-1.567, -2.642, -1.801], [-0.936, -4.315, -1.205], [0.020, -2.847, -1.166], [1.481, 2.129, -0.981], [0.064, 2.378, -0.547], [2.140, 3.594, -0.718], [2.114, 0.969, -0.254], [1.628, 2.011, -2.055], [-0.319, 3.358, -0.777], [0.096, 2.359, 0.548], [1.794, 3.980, 0.233], [3.258, 3.403, -0.823], [1.769, 4.238, -1.497], [1.507, 0.067, -0.190], [3.070, 0.516, -0.447], [2.123, 1.251, 0.821], [-0.572, 1.560, -0.936]], "smiles": "Cc1c[nH]cn1.CC(C)C", "orbital_gap_ev": 9.61, "relative_energy_kj_mol": 112.2, "e_homo_ev": -8.693}

[8]
{"formula": "C8H16N2O", "method": "the ωB97M-V functional and the def2-TZVPD basis", "symbols": ["C", "C", "C", "C", "C", "C", "C", "C", "N", "N", "O", "H", "H", "H", "H", "H", "H", "H", "H", "H", "H", "H", "H", "H", "H", "H", "H"], "coordinates": [[1.282, 0.465, -0.411], [0.016, 1.321, -0.113], [-2.028, -0.333, 0.060], [2.591, 1.151, -0.602], [0.197, 1.779, 1.322], [-3.262, -0.910, -0.642], [-1.372, -1.126, 1.147], [1.984, -1.805, -0.573], [-1.330, 0.608, -0.590], [1.032, -0.762, -0.368], [-1.694, 1.097, -1.680], [0.156, 2.228, -0.734], [3.126, 1.113, -1.577], [3.306, 0.816, 0.189], [2.612, 2.193, -0.556], [-0.262, 2.773, 1.437], [1.329, 1.912, 1.458], [-0.410, 1.108, 1.984], [-3.919, -1.377, 0.038], [-2.788, -1.697, -1.148], [-3.659, -0.173, -1.250], [-1.486, -2.127, 0.837], [-1.901, -0.999, 2.136], [-0.250, -1.038, 1.386], [1.939, -2.143, -1.616], [1.729, -2.598, 0.189], [3.062, -1.476, -0.323]], "smiles": "C/N=C(\\C)[C@H](C)[N+]([O-])=C(C)C", "orbital_gap_ev": [8.44, 8.44], "relative_energy_kj_mol": 440.2, "e_homo_ev": [-7.639, -7.640]}

Number 1: calculated total energy -60074.2596 eV. Number 2: calculated total energy -38955.9475 eV. Number 3: calculated total energy -23605.4786 eV. Number 4: calculated total energy -21103.4430 eV. Number 5: calculated total energy -25943.2057 eV. Number 6: calculated total energy -25130.7654 eV. Number 7: calculated total energy -11534.8219 eV. Number 8: calculated total energy -13578.9788 eV.